Record 1
Molecular formula: C29H44IrN3O7PS8Te
Method: DFT, ωB97M-V/def2-TZVPD

E_HOMO (alpha / beta) = -0.32 / -0.32 eV
Multiplicity = 2
LUMO (alpha / beta) = 3.84 / 3.84 eV
Charge = -2
Expectation value of S² = 0.755

Each line ends with the Mulliken charge.
Geometry (Å):
Ir -1.7313 0.8930 -0.0343  3.6444
C 5.1335 3.8967 -0.5246  -1.7113
C 3.9263 3.3248 0.1573  1.2078
C 2.6241 3.9308 -0.1158  -1.5872
C 1.4885 3.3018 0.1820  -0.9292
C 1.4305 1.9742 0.8702  1.1441
C 2.7572 1.7080 1.6449  0.7555
C 3.9813 2.2477 0.9356  -1.8112
S 0.1184 1.9968 2.1779  0.9127
O 0.0959 0.6215 2.6394  -0.2063
O 0.5487 2.9522 3.1981  -0.9025
N -1.2994 2.3379 1.5749  -0.7780
C -1.5651 3.7077 1.1244  -0.9719
C -1.6681 3.8735 -0.3952  0.7157
O -1.7292 5.0168 -0.8443  -0.8654
O -1.6670 2.7954 -1.0817  -0.6100
H 5.1257 4.9880 -0.4709  0.4257
H 5.1313 3.6221 -1.5834  0.2590
H 6.0572 3.5309 -0.0752  0.3810
H 2.5854 4.8579 -0.6758  0.3727
H 0.5565 3.7155 -0.1687  0.0743
H 2.6419 2.2940 2.5559  -0.4966
H 4.9268 1.7453 1.1164  0.3978
H -0.8245 4.4149 1.5045  0.4474
H -2.5387 4.0022 1.5280  0.3179
C 3.5780 2.0899 4.8734  -0.7497
S 2.6122 0.5575 4.8601  -0.0852
C 3.0503 -0.1935 3.3259  0.8498
C 3.0259 0.2911 2.0715  -0.4256
S 0.9023 0.6766 -0.3305  -0.6711
S 3.5988 -0.8222 0.8449  0.1115
C 4.0703 -2.1117 1.8560  0.2247
S 4.8164 -3.4834 1.3397  -0.2989
S 3.6287 -1.8340 3.4881  -0.3216
H 3.8671 2.2704 5.9079  0.4526
H 2.9646 2.9128 4.5096  0.1664
H 4.4742 1.9738 4.2682  0.2038
Te 0.7828 2.1379 -3.0680  0.2844
C 2.7939 1.5968 -3.4389  -0.0978
C 3.7653 1.2465 -2.5405  0.2473
C 5.0226 0.9479 -3.1427  -1.1779
C 5.0031 1.0788 -4.4978  -0.2761
S 3.4407 1.5521 -5.0306  -0.1955
H 3.5733 1.1935 -1.4802  0.4855
H 5.8988 0.6493 -2.5828  0.3593
H 5.8041 0.9181 -5.2005  0.3868
C -3.6221 1.0991 0.1599  -1.1370
H -4.1339 1.7672 -0.5397  0.2924
H -4.1272 1.0371 1.1310  0.2073
C -2.0000 -0.7213 4.4987  -1.2426
C -2.7693 -0.3098 3.2633  0.4387
O -2.6411 -1.3145 2.2484  -0.1209
P -2.0177 -1.0943 0.7700  -1.9461
O -0.9211 -2.2798 0.7279  -0.0573
C 0.2882 -2.3354 1.4847  1.0294
C 0.4268 -3.7476 2.0135  -1.5488
O -3.1309 -1.9285 -0.0727  0.7755
C -3.6128 -3.1854 0.3822  -0.0951
C -5.0202 -3.0293 0.9255  -1.2919
H -2.2331 -0.0443 5.3240  0.4062
H -0.9306 -0.6671 4.3118  0.0250
H -2.2675 -1.7404 4.7907  0.3666
H -2.4350 0.6500 2.8689  -0.1844
H -3.8395 -0.2466 3.4869  0.3321
H 0.2745 -1.5973 2.2879  -0.2727
H 1.1070 -2.0784 0.8116  -0.0537
H -0.4042 -3.9860 2.6804  0.3078
H 1.3624 -3.8628 2.5630  0.3365
H 0.4255 -4.4615 1.1877  0.2689
H -2.9457 -3.6113 1.1341  0.1237
H -3.6099 -3.8622 -0.4805  0.3858
H -5.0058 -2.3739 1.7951  0.1591
H -5.4323 -4.0002 1.2147  0.4182
H -5.6663 -2.5747 0.1736  0.2780
C -5.1330 -1.5261 -4.2589  -1.3917
C -4.4893 -1.9968 -2.9650  -0.2026
N -3.0628 -2.2551 -3.1264  -0.1076
C -2.1717 -1.2260 -2.9164  0.0817
S -2.5394 0.3688 -2.7831  -0.2274
N -0.8731 -1.6237 -2.7373  0.7955
C -0.2693 -2.7998 -3.3275  -0.6397
C -0.2103 -2.7436 -4.8510  -1.2020
H -6.2056 -1.3783 -4.1113  0.4254
H -4.9899 -2.2589 -5.0555  0.3413
H -4.6939 -0.5777 -4.5658  0.2840
H -4.9442 -2.9387 -2.6467  0.4089
H -4.6324 -1.2558 -2.1753  0.1440
H -2.7594 -3.1125 -2.6897  0.2004
H -0.2621 -0.8276 -2.5964  -0.4998
H -0.8052 -3.6978 -3.0058  0.3165
H 0.7358 -2.8745 -2.9111  0.4871
H -1.2161 -2.6628 -5.2644  0.2292
H 0.2647 -3.6408 -5.2551  0.4368
H 0.3595 -1.8711 -5.1720  0.2605

Record 2
Molecular formula: C25H38BrO8P2S4SbSeTc
Method: DFT, ωB97M-V/def2-TZVPD

E_HOMO (alpha / beta) = -10.25 / -10.25 eV
LUMO (alpha / beta) = -4.07 / -4.07 eV
Charge = +1

Each line ends with the Mulliken charge.
Geometry (Å):
Tc 0.8810 2.2198 -0.3070  0.0295
C 5.6313 -4.0055 -2.3176  -1.5899
C 4.5746 -4.1110 -1.2070  1.9196
C 3.5571 -5.2087 -1.5576  -1.5821
C 5.2781 -4.4990 0.0960  -2.1588
C 3.8406 -2.7817 -1.0893  -0.3169
C 3.8433 -2.0298 0.0749  -0.0957
C 3.1279 -0.8523 0.1284  -0.7004
Br 3.1248 0.1351 1.7427  -0.1396
C 2.3943 -0.3671 -0.9612  0.6480
O 1.6976 0.8027 -0.7862  0.1568
C 2.3744 -1.1191 -2.1555  -0.6113
C 3.1067 -2.2956 -2.1697  -0.0168
C 1.6128 -0.6650 -3.4020  2.1609
C 1.6455 -1.7166 -4.5153  -2.3245
C 0.1326 -0.3948 -3.0739  -1.4268
C 2.2985 0.5963 -3.9461  -1.5323
H 6.1680 -4.9508 -2.4069  0.4629
H 6.3533 -3.2223 -2.0813  0.3718
H 5.1784 -3.7775 -3.2829  0.3101
H 4.0447 -6.1842 -1.5635  0.4586
H 3.1184 -5.0478 -2.5427  0.3396
H 2.7529 -5.2357 -0.8203  0.3623
H 5.7774 -5.4584 -0.0368  0.4338
H 4.5661 -4.6029 0.9164  0.4222
H 6.0373 -3.7633 0.3670  0.4147
H 4.3810 -2.3386 0.9577  0.5789
H 3.1095 -2.8811 -3.0755  0.3844
H 1.2019 -2.6606 -4.1943  0.4496
H 2.6626 -1.8977 -4.8636  0.4307
H 1.0703 -1.3524 -5.3669  0.4438
H -0.3310 -1.2863 -2.6472  0.3535
H -0.4023 -0.1440 -3.9919  0.5502
H 0.0025 0.4321 -2.3759  -0.0542
H 3.3114 0.3612 -4.2761  0.3830
H 2.3652 1.3753 -3.1942  0.2749
H 1.7426 0.9925 -4.7979  0.3796
C -2.3229 3.9881 3.2912  -1.7784
C -0.8719 4.0890 2.8648  1.3817
O -0.0995 4.9416 3.6993  -0.5839
P -0.6801 4.7334 1.1249  0.5755
O 0.3498 5.9018 1.2124  -0.5128
O -1.9826 5.3941 0.6559  -0.4073
O -0.2319 3.6563 0.1414  0.6881
P 0.1115 2.5200 2.9274  0.3933
O 0.6549 2.3524 4.3834  -0.4615
O -0.8343 1.2914 2.7394  -0.5189
O 1.2327 2.6643 1.9595  -0.8408
H -2.8108 4.9557 3.1658  0.5482
H -2.3755 3.6925 4.3397  0.4801
H -2.8641 3.2584 2.6882  0.3233
H -0.6150 5.7177 3.9522  0.3968
H 1.1797 5.7365 1.6857  0.3763
H -2.4585 4.9296 -0.1275  0.0613
H 0.1440 1.8189 5.0082  0.3840
S -0.7949 5.9308 -3.3114  -0.2478
Sb -1.8444 3.6344 -3.3195  0.6129
S 0.8153 5.2975 -2.1745  0.0078
S 0.6904 3.2596 -2.5110  -0.2258
S -3.1860 3.7482 -1.4769  -0.6319
C -6.8352 -2.3598 2.5088  -1.5045
C -5.6083 -1.5401 2.2265  0.4981
C -5.1497 -1.3318 0.9322  -1.1177
C -4.0142 -0.5791 0.6800  0.6199
C -3.5370 -0.3447 -0.7258  -1.9488
C -3.3263 -0.0115 1.7610  0.5674
Se -1.7661 0.9851 1.1289  1.1116
C -3.7672 -0.1793 3.0701  0.9227
C -3.0990 0.4200 4.2799  -0.8841
C -4.9061 -0.9530 3.2695  -0.8158
H -7.2119 -2.8328 1.6041  0.3508
H -7.6253 -1.7330 2.9252  0.3396
H -6.6158 -3.1354 3.2430  0.3603
H -5.6869 -1.7584 0.0933  0.3193
H -4.1547 -0.8689 -1.4517  0.4055
H -2.5013 -0.6863 -0.8473  0.3399
H -3.5781 0.7217 -0.9627  0.3345
H -2.6798 1.3982 4.0601  -0.2992
H -2.2953 -0.2285 4.6354  0.3254
H -3.8192 0.5286 5.0885  0.4647
H -5.2595 -1.0884 4.2857  0.4206